The following is a DFT calculation (wB97M-V/def2-TZVPD) of a 2-piece molecular cluster, C9H14 overall.

Each atom is followed by the atoms it is bonded to, with distances in Å.
Positions of all 23 atoms, in Å:
1 C 1.15 -0.77 -4.29  C2 1.553, H3 1.101, H4 1.090, H5 1.083
2 C 0.39 -0.08 -3.12  C1 1.553, H6 1.094, H7 1.079, H8 1.082
3 H 2.23 -0.59 -4.20  C1 1.101
4 H 1.11 -1.85 -4.14  C1 1.090
5 H 0.87 -0.42 -5.27  C1 1.083
6 H -0.46 -0.74 -2.94  C2 1.094
7 H 0.99 -0.22 -2.23  C2 1.079
8 H 0.16 0.95 -3.35  C2 1.082
9 C -2.25 1.11 2.92  C13 1.517, H20 1.090, H21 1.095, H23 1.094
10 C 0.96 -0.80 2.43  C11 1.392, C12 1.387, H16 1.087
11 C 1.20 -0.71 1.06  C10 1.392, C14 1.404, H17 1.079
12 C -0.05 -0.09 3.05  C10 1.387, C13 1.385, H18 1.084
13 C -0.96 0.63 2.29  C9 1.517, C12 1.385, C15 1.392
14 C 0.44 0.26 0.38  C11 1.404, C15 1.381, H19 1.083
15 C -0.70 0.81 0.93  C13 1.392, C14 1.381, H22 1.083
16 H 1.57 -1.53 2.95  C10 1.087
17 H 1.87 -1.42 0.60  C11 1.079
18 H -0.29 -0.27 4.09  C12 1.084
19 H 0.67 0.44 -0.66  C14 1.083
20 H -2.89 0.24 2.76  C9 1.090
21 H -2.61 2.05 2.50  C9 1.095
22 H -1.28 1.48 0.31  C15 1.083
23 H -2.10 1.49 3.94  C9 1.094

Computed properties:
net charge = 0
spin multiplicity = 1
Kohn-Sham gap = 9.96 eV
SMILES string = Cc1ccccc1.CC
lowest unoccupied orbital energy = 1.005 eV
energy above the lowest of the compared OMol25 structures with the same formula, charge and spin = 0.946 eV

Atomic partial charges in e from the Mulliken method, atoms 1 to 2: C -0.99; C -0.58



The following is a DFT calculation (wB97M-V/def2-TZVPD) of a 2-piece molecular cluster, C9H14 overall.

Each atom is followed by the atoms it is bonded to, with distances in Å.
Positions of all 23 atoms, in Å:
1 C 3.14 -1.49 -0.18  C2 1.569, H3 1.123, H4 1.021, H5 1.043
2 C 2.06 -1.19 0.92  C1 1.569, H6 1.147, H7 1.156, H8 1.147
3 H 2.71 -1.01 -1.10  C1 1.123
4 H 4.04 -1.03 -0.01  C1 1.021
5 H 3.21 -2.52 -0.30  C1 1.043
6 H 2.11 -1.96 1.78  C2 1.147
7 H 1.07 -1.35 0.36  C2 1.156
8 H 2.36 -0.19 1.40  C2 1.147
9 C -1.82 -1.00 1.50  C13 1.490, H20 1.051, H21 1.076, H23 1.072
10 C -0.68 2.20 -0.18  C11 1.409, C12 1.457, H16 1.040
11 C -1.48 1.34 0.60  C10 1.409, C13 1.401, H17 0.998
12 C 0.11 1.56 -1.23  C10 1.457, C14 1.358, H18 1.169
13 C -1.43 -0.05 0.41  C9 1.490, C11 1.401, C15 1.393
14 C -0.15 0.27 -1.56  C12 1.358, C15 1.381, H19 1.103
15 C -0.97 -0.54 -0.80  C13 1.393, C14 1.381, H22 1.223
16 H -0.79 3.22 -0.05  C10 1.040
17 H -2.14 1.75 1.23  C11 0.998
18 H 0.98 1.88 -1.94  C12 1.169
19 H 0.36 -0.31 -2.35  C14 1.103
20 H -0.85 -0.96 1.89  C9 1.051
21 H -2.25 -1.94 1.21  C9 1.076
22 H -1.00 -1.74 -1.06  C15 1.223
23 H -2.53 -0.41 2.05  C9 1.072

Computed properties:
net charge = 0
spin multiplicity = 1
Kohn-Sham gap = 9.80 eV
SMILES string = Cc1ccccc1.CC
lowest unoccupied orbital energy = 1.035 eV
energy above the lowest of the compared OMol25 structures with the same formula, charge and spin = 2.585 eV

Atomic partial charges in e from the Mulliken method, atoms 1 to 2: C -1.01; C -0.40



The following is a DFT calculation (wB97M-V/def2-TZVPD) of a 2-piece molecular cluster, C9H14 overall.

Each atom is followed by the atoms it is bonded to, with distances in Å.
Positions of all 23 atoms, in Å:
1 C 1.79 -2.69 1.15  C2 1.534, H3 1.096, H4 1.084, H5 1.086
2 C 1.12 -3.66 0.17  C1 1.534, H6 1.095, H7 1.088, H8 1.093
3 H 1.02 -2.10 1.66  C1 1.096
4 H 2.24 -3.28 1.94  C1 1.084
5 H 2.46 -2.01 0.62  C1 1.086
6 H 0.51 -3.21 -0.61  C2 1.095
7 H 0.57 -4.45 0.69  C2 1.088
8 H 1.86 -4.18 -0.45  C2 1.093
9 C -0.21 3.81 -0.59  C11 1.497, H18 1.091, H19 1.084, H23 1.100
10 C 0.40 1.42 -0.14  C11 1.382, C12 1.414, H16 1.081
11 C -0.56 2.36 -0.45  C9 1.497, C10 1.382, C14 1.422
12 C 0.02 0.06 -0.04  C10 1.414, C13 1.451, H17 1.077
13 C -1.37 -0.30 -0.27  C12 1.451, C15 1.350, H20 1.084
14 C -1.93 1.98 -0.43  C11 1.422, C15 1.424, H21 1.083
15 C -2.35 0.62 -0.30  C13 1.350, C14 1.424, H22 1.078
16 H 1.39 1.79 0.08  C10 1.081
17 H 0.89 -0.57 0.05  C12 1.077
18 H 0.40 4.25 0.19  C9 1.091
19 H -1.07 4.45 -0.77  C9 1.084
20 H -1.61 -1.35 -0.32  C13 1.084
21 H -2.66 2.78 -0.46  C14 1.083
22 H -3.40 0.37 -0.25  C15 1.078
23 H 0.47 3.91 -1.44  C9 1.100

Computed properties:
net charge = +1
spin multiplicity = 2
Kohn-Sham gap (spin up / spin down) = 10.12 / 6.23 eV
lowest unoccupied orbital energy (spin up / spin down) = -4.450 / -8.342 eV
energy above the lowest of the compared OMol25 structures with the same formula, charge and spin = 0.606 eV

Atomic partial charges in e from the Mulliken method, atoms 1 to 2: C -0.84; C -0.78



The following is a DFT calculation (wB97M-V/def2-TZVPD) of a 2-piece molecular cluster, C9H14 overall.

Each atom is followed by the atoms it is bonded to, with distances in Å.
Positions of all 23 atoms, in Å:
1 C 2.68 0.47 -0.21  C2 1.538, H3 1.085, H4 1.090, H5 1.101
2 C 4.11 0.94 -0.56  C1 1.538, H6 1.085, H7 1.096, H8 1.076
3 H 2.58 -0.05 0.73  C1 1.085
4 H 2.04 1.35 -0.28  C1 1.090
5 H 2.29 -0.13 -1.05  C1 1.101
6 H 4.04 1.98 -0.89  C2 1.085
7 H 4.58 0.44 -1.41  C2 1.096
8 H 4.71 1.01 0.33  C2 1.076
9 C -0.41 -0.06 1.84  C15 1.445, H21 1.082, H22 1.090, H23 1.095
10 C -3.13 -0.72 -1.33  C11 1.441, C12 1.394, H16 1.086
11 C -2.87 0.61 -0.85  C10 1.441, C13 1.361, H17 1.079
12 C -2.51 -1.81 -0.73  C10 1.394, C14 1.375, H18 1.080
13 C -1.98 0.83 0.15  C11 1.361, C15 1.399, H19 1.074
14 C -1.62 -1.61 0.31  C12 1.375, C15 1.451, H20 1.070
15 C -1.36 -0.26 0.77  C9 1.445, C13 1.399, C14 1.451
16 H -3.90 -0.95 -2.07  C10 1.086
17 H -3.36 1.43 -1.35  C11 1.079
18 H -2.73 -2.80 -1.10  C12 1.080
19 H -1.65 1.83 0.38  C13 1.074
20 H -1.21 -2.46 0.82  C14 1.070
21 H -0.29 0.96 2.18  C9 1.082
22 H 0.61 -0.32 1.59  C9 1.090
23 H -0.64 -0.67 2.72  C9 1.095

Computed properties:
net charge = +1
spin multiplicity = 2
Kohn-Sham gap (spin up / spin down) = 9.73 / 5.96 eV
lowest unoccupied orbital energy (spin up / spin down) = -4.478 / -8.247 eV
energy above the lowest of the compared OMol25 structures with the same formula, charge and spin = 0.407 eV

Atomic partial charges in e from the Mulliken method, atoms 1 to 2: C -0.72; C -0.95



The following is a DFT calculation (wB97M-V/def2-TZVPD) of a 3-piece molecular cluster, C9H14BBr6ClFNO2 overall.

Each atom is followed by the atoms it is bonded to, with distances in Å.
Positions of all 35 atoms, in Å:
1 C 3.48 2.04 0.85  C2 1.535, H14 1.088, H15 1.091, H16 1.098
2 C 2.00 2.20 0.48  C1 1.535, Br3 1.962, C4 1.545, H17 1.090
3 Br 1.60 0.86 -0.90  C2 1.962
4 C 1.15 2.00 1.75  C2 1.545, Br5 1.967, B6 1.570, H18 1.096
5 Br 1.27 0.16 2.46  C4 1.967
6 B -0.32 2.51 1.60  C4 1.570, Cl7 1.788, C8 1.588
7 Cl -0.59 4.26 1.36  B6 1.788
8 C -1.63 1.62 1.68  B6 1.588, O9 1.165, N10 1.455
9 O -2.00 1.18 2.70  C8 1.165
10 N -2.42 1.36 0.49  C8 1.455, C11 1.440, H19 1.021
11 C -3.46 2.35 0.36  N10 1.440, O12 1.133, F13 1.309
12 O -4.19 2.63 1.18  C11 1.133
13 F -3.50 2.88 -0.84  C11 1.309
14 H 3.67 1.09 1.34  C1 1.088
15 H 4.12 2.16 -0.04  C1 1.091
16 H 3.77 2.83 1.55  C1 1.098
17 H 1.88 3.22 0.11  C2 1.090
18 H 1.63 2.62 2.52  C4 1.096
19 H -2.93 0.49 0.62  N10 1.021
20 Br -5.56 -1.24 -0.46  C21 1.947
21 C -4.56 -1.18 -2.13  Br20 1.947, C22 1.506, H24 1.086, H25 1.088
22 C -3.46 -2.21 -2.16  C21 1.506, Br23 1.944, H26 1.088, H27 1.086
23 Br -1.95 -1.64 -1.07  C22 1.944
24 H -4.20 -0.16 -2.24  C21 1.086
25 H -5.30 -1.38 -2.91  C21 1.088
26 H -3.07 -2.31 -3.17  C22 1.088
27 H -3.77 -3.18 -1.79  C22 1.086
28 Br 1.42 -3.20 0.27  C29 1.946
29 C 2.99 -3.47 -0.84  Br28 1.946, C30 1.506, H32 1.086, H33 1.088
30 C 4.25 -3.07 -0.12  C29 1.506, Br31 1.946, H34 1.089, H35 1.086
31 Br 4.44 -1.13 -0.08  C30 1.946
32 H 2.83 -2.92 -1.76  C29 1.086
33 H 3.01 -4.54 -1.06  C29 1.088
34 H 5.13 -3.43 -0.66  C30 1.089
35 H 4.29 -3.41 0.91  C30 1.086

Computed properties:
net charge = 0
spin multiplicity = 1
Kohn-Sham gap = 9.54 eV
SMILES string = C[C@@H](Br)[C@H](Br)B(Cl)C(=O)NC(=O)F.BrCCBr.BrCCBr
lowest unoccupied orbital energy = -0.223 eV
energy above the lowest of the compared OMol25 structures with the same formula, charge and spin = 0.372 eV

Atomic partial charges in e from the Mulliken method, atoms 1 to 2: C -1.50; C 0.21



The following is a DFT calculation (wB97M-V/def2-TZVPD) of a 5-piece molecular cluster, C9H14Cl2N4 overall.

Each atom is followed by the atoms it is bonded to, with distances in Å.
Positions of all 29 atoms, in Å:
1 C -15.17 -0.47 6.58  Cl2 1.766, Cl3 1.780, H4 1.094, H5 1.092
2 Cl -13.81 -0.56 7.70  C1 1.766
3 Cl -16.27 0.91 6.83  C1 1.780
4 H -14.80 -0.27 5.57  C1 1.094
5 H -15.67 -1.44 6.68  C1 1.092
6 C -17.11 5.82 -0.19  C7 1.481, H9 1.101, H10 1.042, H11 1.077
7 C -17.00 5.83 -1.67  C6 1.481, N8 1.108
8 N -16.87 5.75 -2.76  C7 1.108
9 H -17.98 6.35 0.24  C6 1.101
10 H -16.19 6.17 0.15  C6 1.042
11 H -17.12 4.80 0.16  C6 1.077
12 C -10.34 4.55 1.81  C13 1.441, H15 1.064, H16 1.085, H17 1.108
13 C -10.39 3.12 1.87  C12 1.441, N14 1.139
14 N -10.46 1.98 1.79  C13 1.139
15 H -10.78 4.78 0.87  C12 1.064
16 H -9.29 4.84 1.80  C12 1.085
17 H -10.85 5.09 2.64  C12 1.108
18 C -14.80 6.40 4.95  C19 1.442, H21 1.050, H22 1.073, H23 1.103
19 C -15.54 5.92 3.80  C18 1.442, N20 1.159
20 N -16.10 5.51 2.88  C19 1.159
21 H -15.04 7.40 5.13  C18 1.050
22 H -13.77 6.38 4.67  C18 1.073
23 H -15.01 5.80 5.85  C18 1.103
24 C -12.30 2.21 5.09  C25 1.447, H27 1.082, H28 1.097, H29 1.083
25 C -12.76 3.36 4.32  C24 1.447, N26 1.173
26 N -13.02 4.30 3.68  C25 1.173
27 H -11.22 2.24 5.09  C24 1.082
28 H -12.74 1.36 4.55  C24 1.097
29 H -12.72 2.34 6.08  C24 1.083

Computed properties:
net charge = 0
spin multiplicity = 1
Kohn-Sham gap = 11.71 eV
SMILES string = ClCCl.CC#N.CC#N.CC#N.CC#N
lowest unoccupied orbital energy = 0.311 eV
energy above the lowest of the compared OMol25 structures with the same formula, charge and spin = 0.391 eV

Atomic partial charges in e from the Mulliken method, atoms 1 to 2: C -0.23; Cl -0.15



The following is a DFT calculation (wB97M-V/def2-TZVPD) of a 2-piece molecular cluster, C9H14ClNOS overall.

Each atom is followed by the atoms it is bonded to, with distances in Å.
Positions of all 27 atoms, in Å:
1 C -2.42 -0.82 0.95  C2 1.198, C4 1.435
2 C -1.40 -0.79 0.32  C1 1.198, C8 1.489
3 C -0.11 1.65 -0.36  C9 1.510, N10 1.389, O11 1.214
4 C -3.69 -0.74 1.61  C1 1.435, H14 1.054, H15 1.082, H16 1.169
5 C 0.51 -2.08 0.37  C8 1.555, H17 1.056, H18 0.974, H19 1.060
6 C -0.39 -1.04 -1.95  C8 1.571, H20 1.108, H21 1.105, H22 1.148
7 C 2.87 1.82 -0.64  S12 1.805, H23 1.127, H24 1.117, H25 1.167
8 C -0.11 -0.89 -0.41  C2 1.489, C5 1.555, C6 1.571, C9 1.454
9 C 0.65 0.34 -0.30  C3 1.510, C8 1.454, S12 1.650
10 N -0.10 2.35 0.84  C3 1.389, H26 1.048, H27 1.099
11 O -0.66 2.00 -1.38  C3 1.214
12 S 2.29 0.14 -0.33  C7 1.805, C9 1.650
13 Cl 5.23 -1.47 0.49  no bonds
14 H -3.98 -1.70 1.93  C4 1.054
15 H -3.46 -0.04 2.40  C4 1.082
16 H -4.62 -0.47 0.95  C4 1.169
17 H -0.05 -2.97 0.25  C5 1.056
18 H 0.52 -1.74 1.29  C5 0.974
19 H 1.51 -2.17 0.04  C5 1.060
20 H 0.47 -1.66 -2.29  C6 1.108
21 H -0.32 -0.04 -2.40  C6 1.105
22 H -1.41 -1.56 -2.02  C6 1.148
23 H 3.76 1.81 -1.33  C7 1.127
24 H 3.10 2.20 0.38  C7 1.117
25 H 2.11 2.60 -1.07  C7 1.167
26 H 0.31 1.93 1.71  N10 1.048
27 H -0.59 3.33 0.96  N10 1.099

Computed properties:
net charge = 0
spin multiplicity = 1
Kohn-Sham gap (spin up / spin down) = 4.58 / 4.59 eV
lowest unoccupied orbital energy (spin up / spin down) = -2.526 / -2.524 eV
energy above the lowest of the compared OMol25 structures with the same formula, charge and spin = 2.018 eV

Atomic partial charges in e from the Mulliken method, atoms 1 to 2: C 0.46; C -1.15



The following is a DFT calculation (wB97M-V/def2-TZVPD) of a 5-piece molecular cluster, C9H14F3NO10 overall.

Each atom is followed by the atoms it is bonded to, with distances in Å.
Positions of all 37 atoms, in Å:
1 N -0.29 -3.54 1.34  H2 1.010, H3 0.893, H4 0.943, H5 1.048
2 H 0.59 -3.12 1.62  N1 1.010
3 H -1.06 -3.09 1.32  N1 0.893
4 H -0.58 -4.34 1.75  N1 0.943
5 H -0.23 -3.95 0.38  N1 1.048
6 O 0.01 -0.80 0.34  H7 0.907
7 H -0.02 0.11 0.37  O6 0.907
8 C 1.30 2.37 1.08  C9 1.617, O13 1.313, H15 1.064, H16 1.127
9 C 2.26 1.08 1.33  C8 1.617, O10 1.454, F14 1.448, H17 1.045
10 O 3.13 1.63 2.35  C9 1.454, C11 1.369
11 C 2.80 2.93 2.63  O10 1.369, O12 1.232, O13 1.316
12 O 3.30 3.63 3.51  C11 1.232
13 O 1.73 3.26 1.94  C8 1.313, C11 1.316
14 F 3.03 0.78 0.14  C9 1.448
15 H 0.39 1.82 1.05  C8 1.064
16 H 1.68 2.84 0.12  C8 1.127
17 H 1.79 0.23 1.70  C9 1.045
18 C -3.12 0.54 0.23  C19 1.574, O23 1.429, H25 1.089, H26 1.047
19 C -2.99 -0.10 1.67  C18 1.574, O20 1.321, F24 1.336, H27 1.220
20 O -4.24 -0.11 2.08  C19 1.321, C21 1.421
21 C -5.22 0.27 1.13  O20 1.421, O22 1.185, O23 1.333
22 O -6.37 0.44 1.39  C21 1.185
23 O -4.54 0.55 0.02  C18 1.429, C21 1.333
24 F -2.25 0.70 2.44  C19 1.336
25 H -2.66 0.02 -0.60  C18 1.089
26 H -2.87 1.55 0.39  C18 1.047
27 H -2.36 -1.13 1.54  C19 1.220
28 C 1.28 -1.45 -3.44  C29 1.549, O33 1.377, H35 1.001, H36 1.179
29 C 2.09 -0.54 -2.48  C28 1.549, O30 1.463, F34 1.428, H37 1.165
30 O 2.22 0.78 -3.10  C29 1.463, C31 1.252
31 C 1.52 0.77 -4.14  O30 1.252, O32 1.213, O33 1.404
32 O 1.27 1.65 -4.94  C31 1.213
33 O 0.88 -0.46 -4.32  C28 1.377, C31 1.404
34 F 3.43 -1.00 -2.29  C29 1.428
35 H 0.56 -1.86 -2.88  C28 1.001
36 H 1.88 -2.04 -4.26  C28 1.179
37 H 1.68 -0.44 -1.39  C29 1.165

Computed properties:
net charge = 0
spin multiplicity = 1
Kohn-Sham gap = 7.06 eV
lowest unoccupied orbital energy = -1.672 eV

Atomic partial charges in e from the Mulliken method, atoms 1 to 2: N -0.19; H 0.31



Q: Which value of spin multiplicity does entry 3 give?
A: 2



Q: What is the net charge in the fourth record?
A: +1